1.
C26H29N8O4Ti as an isolated structure, computed with wB97M-V/def2-TZVPD.

* highest occupied orbital energy (spin up / spin down): -1.6 / -5.1 eV
* frontier orbital gap (spin up / spin down): 0.1453 / 0.2704 hartree
* 2S+1: 3
* charge: -1
* lowest unoccupied orbital energy (spin up / spin down): 0.0868 / 0.0829 Eh
* molecular weight: 565.44 g/mol

```
68
Properties=species:S:1:pos:R:3:nbo_charge:R:1
Ti 0.194 -0.001 -0.141 1.497
C -0.404 -1.955 3.007 -0.255
N 0.259 -0.725 2.681 -0.622
C -0.412 0.544 2.918 -0.229
C -0.775 1.284 1.652 0.177
N -1.644 0.776 0.727 -0.590
C -2.250 1.873 0.140 0.133
C -3.153 1.926 -0.914 -0.219
C -3.577 3.173 -1.358 -0.239
C -3.106 4.346 -0.771 -0.236
C -2.206 4.307 0.290 -0.278
C -1.802 3.062 0.738 0.180
N -0.937 2.687 1.747 -0.587
C -1.108 -2.521 1.807 0.416
N -1.005 -2.024 0.615 -0.483
C -1.738 -2.873 -0.210 0.166
C -1.937 -2.832 -1.586 -0.183
C -2.731 -3.813 -2.148 -0.233
C -3.308 -4.826 -1.365 -0.218
C -3.103 -4.887 0.002 -0.241
C -2.307 -3.892 0.557 0.098
N -1.894 -3.642 1.857 -0.543
H -1.120 -1.859 3.839 0.185
H 0.350 -2.688 3.310 0.231
H 1.226 -0.723 2.952 0.398
H 0.244 1.198 3.503 0.194
H -1.319 0.384 3.523 0.185
H -3.493 1.013 -1.386 0.218
H -4.275 3.236 -2.184 0.204
H -3.441 5.303 -1.153 0.202
H -1.829 5.218 0.739 0.204
H -0.205 3.289 2.078 0.398
H -1.456 -2.080 -2.197 0.240
H -2.898 -3.812 -3.217 0.209
H -3.917 -5.580 -1.847 0.205
H -3.536 -5.675 0.604 0.206
H -2.040 -4.217 2.663 0.412
C 2.918 2.021 1.827 -0.655
C 3.030 0.596 1.411 0.382
N 2.183 -0.006 0.625 -0.516
C 2.621 -1.330 0.445 -0.121
C 3.793 -1.510 1.227 -0.079
N 3.999 -0.253 1.829 -0.539
C 4.691 -2.564 1.524 0.667
O 4.454 -3.771 0.951 -0.724
O 5.634 -2.427 2.317 -0.724
C 1.948 -2.157 -0.514 0.727
O 2.259 -3.349 -0.710 -0.725
O 0.966 -1.542 -1.159 -0.802
H 2.071 2.460 1.301 0.244
H 3.817 2.583 1.563 0.222
H 2.772 2.121 2.907 0.206
H 4.818 -0.051 2.374 0.428
H 3.680 -3.700 0.326 0.513
C -0.311 1.583 -3.610 -0.599
C 0.689 1.939 -2.506 0.067
C 2.103 1.522 -2.920 -0.603
C 0.633 3.446 -2.230 -0.596
N 0.340 1.224 -1.308 -0.807
H -0.080 2.111 -4.542 0.189
H -1.322 1.848 -3.299 0.210
H -0.284 0.511 -3.812 0.210
H 2.413 2.008 -3.850 0.187
H 2.149 0.440 -3.046 0.228
H 2.814 1.787 -2.134 0.205
H 0.914 4.030 -3.113 0.188
H 1.318 3.700 -1.418 0.199
H -0.375 3.734 -1.927 0.216
```



2.
C26H29N8O4Ti as an isolated structure in a non-equilibrium geometry, computed with wB97M-V/def2-TZVPD.

* highest occupied orbital energy (spin up / spin down): -1.5 / -4.5 eV
* frontier orbital gap (spin up / spin down): 0.1392 / 0.2464 hartree
* 2S+1: 3
* charge: -1
* lowest unoccupied orbital energy (spin up / spin down): 0.0854 / 0.0811 Eh
* molecular weight: 565.44 g/mol

```
68
Properties=species:S:1:pos:R:3:nbo_charge:R:1
Ti -0.407 -0.100 -0.775 1.319
C -0.088 -3.628 -0.934 -0.281
N 0.439 -2.897 -2.070 -0.607
C 1.892 -2.716 -2.099 -0.272
C 2.306 -1.966 -0.897 0.192
N 1.709 -0.764 -0.571 -0.612
C 2.616 -0.065 0.172 0.109
C 2.506 1.168 0.815 -0.299
C 3.627 1.685 1.475 -0.235
C 4.833 1.001 1.506 -0.270
C 4.959 -0.249 0.873 -0.326
C 3.855 -0.749 0.214 0.186
N 3.662 -1.898 -0.515 -0.600
C -1.448 -3.108 -0.599 0.425
N -1.772 -1.848 -0.668 -0.485
C -3.114 -1.780 -0.273 0.174
C -3.960 -0.679 -0.149 -0.188
C -5.249 -0.922 0.281 -0.225
C -5.698 -2.218 0.585 -0.218
C -4.867 -3.316 0.467 -0.260
C -3.569 -3.066 0.033 0.090
N -2.484 -3.900 -0.201 -0.538
H 0.586 -3.413 -0.093 0.248
H -0.124 -4.722 -1.061 0.167
H 0.091 -3.252 -2.950 0.367
H 2.073 -2.159 -3.045 0.167
H 2.469 -3.654 -2.166 0.158
H 1.561 1.699 0.817 0.239
H 3.543 2.639 1.982 0.200
H 5.679 1.421 2.035 0.195
H 5.896 -0.794 0.891 0.194
H 4.309 -2.662 -0.569 0.394
H -3.606 0.316 -0.380 0.269
H -5.931 -0.088 0.391 0.211
H -6.717 -2.359 0.924 0.203
H -5.209 -4.315 0.707 0.206
H -2.430 -4.889 -0.040 0.412
C 3.223 1.669 -2.533 -0.666
C 1.865 2.177 -2.203 0.426
N 0.767 1.442 -2.138 -0.488
C -0.249 2.292 -1.769 0.008
C 0.242 3.562 -1.611 -0.039
N 1.582 3.465 -1.915 -0.484
C -0.364 4.851 -1.237 0.766
O -1.638 4.806 -0.917 -0.682
O 0.308 5.868 -1.231 -0.650
C -1.612 1.759 -1.636 0.710
O -2.529 2.501 -1.205 -0.705
O -1.780 0.544 -2.043 -0.730
H 3.153 0.598 -2.705 0.248
H 3.907 1.837 -1.700 0.248
H 3.622 2.154 -3.427 0.215
H 2.220 4.242 -1.844 0.435
H -2.002 3.849 -0.992 0.502
C -2.263 0.270 2.679 -0.598
C -0.846 0.656 2.242 0.074
C -0.667 2.168 2.423 -0.601
C 0.180 -0.090 3.102 -0.603
N -0.642 0.311 0.863 -0.905
H -2.433 0.531 3.729 0.186
H -2.424 -0.805 2.562 0.200
H -3.001 0.789 2.067 0.211
H -0.939 2.477 3.438 0.187
H -1.302 2.703 1.714 0.218
H 0.370 2.461 2.244 0.200
H 0.096 0.190 4.159 0.182
H 1.189 0.136 2.757 0.224
H 0.026 -1.168 3.016 0.197
```



3.
One molecule with the formula C26H29NO4S, computed with wB97M-V/def2-TZVPD.

* highest occupied orbital energy: -8.1 eV
* frontier orbital gap: 0.3205 hartree
* charge: 0
* lowest unoccupied orbital energy: 0.0216 Eh
* molecular weight: 451.59 g/mol

```
61
Properties=species:S:1:pos:R:3:nbo_charge:R:1
C -2.267 -3.024 -2.665 -0.619
C -1.108 -2.076 -2.411 -0.060
H -0.268 -2.611 -1.948 0.173
H -0.754 -1.628 -3.353 0.163
O -1.564 -1.049 -1.547 -0.550
C -0.642 -0.041 -1.281 0.395
C -1.375 1.019 -0.448 -0.235
C -0.630 2.360 -0.398 -0.389
C 0.735 2.338 0.292 -0.444
C 1.349 3.738 0.393 -0.051
O 1.748 4.271 -0.847 -0.714
H 0.974 4.355 -1.413 0.460
H 0.643 4.418 0.893 0.150
H 2.263 3.693 0.990 0.181
H 1.424 1.701 -0.264 0.216
H 0.636 1.939 1.302 0.214
H -0.508 2.705 -1.429 0.194
H -1.272 3.080 0.118 0.203
H -2.320 1.190 -0.975 0.237
C -1.699 0.440 0.947 -0.286
C -0.564 -0.389 1.451 -0.204
C 0.425 -0.822 0.671 0.189
O 0.526 -0.546 -0.674 -0.539
C 1.577 -1.583 1.236 0.628
O 1.633 -1.896 2.410 -0.623
N 2.531 -1.883 0.329 -0.600
H 2.426 -1.510 -0.602 0.413
C 3.823 -2.405 0.708 -0.268
C 4.914 -1.380 0.524 0.053
C 4.703 -0.063 0.914 -0.245
C 5.694 0.886 0.743 -0.189
C 6.911 0.528 0.186 -0.220
C 7.130 -0.784 -0.199 -0.203
C 6.135 -1.732 -0.035 -0.243
H 6.309 -2.754 -0.340 0.209
H 8.077 -1.069 -0.632 0.213
H 7.685 1.268 0.053 0.214
H 5.518 1.908 1.045 0.213
H 3.758 0.216 1.358 0.215
H 4.044 -3.304 0.123 0.200
H 3.739 -2.683 1.765 0.248
H -0.548 -0.666 2.493 0.251
C -2.970 -0.368 0.900 -0.047
C -3.030 -1.716 0.964 -0.356
S -4.629 -2.358 0.826 0.396
C -5.283 -0.753 0.679 -0.200
C -6.618 -0.411 0.527 -0.212
C -6.947 0.925 0.438 -0.214
C -5.958 1.906 0.506 -0.219
C -4.632 1.567 0.656 -0.217
C -4.269 0.221 0.741 -0.013
H -3.876 2.335 0.714 0.206
H -6.241 2.947 0.441 0.213
H -7.980 1.216 0.320 0.215
H -7.375 -1.179 0.481 0.220
H -2.213 -2.400 1.083 0.243
H -1.863 1.275 1.640 0.230
H -0.270 0.395 -2.229 0.162
H -1.952 -3.825 -3.327 0.212
H -3.093 -2.485 -3.121 0.214
H -2.611 -3.448 -1.726 0.215
```



The following ΔE to the lowest compared entry with this formula, charge and spin values (in eV) correspond, in order, to the records above: 0.8631 0.7604 0.0203.